No. 1
Below is C4H4O in the gas phase, with properties calculated with ωB97M-V with the def2-TZVPD basis set.

As for the relative energy (zero: lowest compared OMol25 entry of this formula, charge and spin): 107.46 kcal per mole. The orbital gap comes out at 9.63 eV. The LUMO energy comes out at 0.4 eV. The HOMO energy comes out at -0.339 hartree. The total energy comes out at -229.8567 hartree.

XYZ file:
```
9
Properties=species:S:1:pos:R:3:forces:R:3:nbo_charge:R:1
O 0.615792 0.171753 -0.212146 -0.3 0.1 -0.2 -0.4990
C -0.288195 -1.511229 1.015194 0.0 0.1 0.0 -0.7858
C 0.512629 1.213291 -1.032675 -0.2 0.4 -0.4 0.3098
C 0.388245 2.096743 -1.832170 0.1 -0.3 0.3 -0.3161
C -0.551726 -0.205074 0.348336 0.3 -0.3 0.1 0.3178
H 0.251155 2.878580 -2.544750 0.1 -0.1 0.2 0.2458
H 0.761890 -1.823916 1.078904 -0.2 0.1 0.0 0.2167
H -0.781237 -1.521802 1.993219 0.1 0.0 -0.2 0.2487
H -0.850333 -2.225647 0.390926 0.1 0.1 0.1 0.2620
```
Positions in Å, forces in eV/Å.

***

No. 2
Below is a 2-piece molecular cluster, C4H4O overall at a distorted geometry, with properties calculated with ωB97M-V with the def2-TZVPD basis set.

As for the relative energy (zero: lowest compared OMol25 entry of this formula, charge and spin): 210.41 kcal per mole. The orbital gap (spin up / spin down) comes out at 9.79 / 7.62 eV. The LUMO energy (spin up / spin down) comes out at -0.6 / -0.6 eV. The HOMO energy (spin up / spin down) comes out at -0.380 / -0.304 hartree. The total energy comes out at -229.6926 hartree.

XYZ file:
```
9
Properties=species:S:1:pos:R:3:forces:R:3:nbo_charge:R:1
O -0.422765 1.725159 -0.309673 -1.5 0.4 -1.1 -0.6667
C 1.451141 0.122869 -0.165989 2.3 0.3 1.3 -0.5223
C 2.649134 0.510077 0.126073 -0.6 -0.3 -0.3 0.2210
C 0.086957 0.524967 -0.074007 0.4 0.8 1.3 0.3814
C 0.397816 -0.680309 -0.835938 -1.3 -0.7 2.6 -0.3796
H 0.150571 -1.637084 -0.312731 0.2 0.8 -0.9 0.2490
H 0.433246 -0.608837 -1.849631 -0.1 -0.3 -3.0 0.2226
H -1.224161 -0.548282 2.056806 0.2 0.1 -0.2 -0.0252
H -0.011555 2.557353 -0.010964 0.5 -1.2 0.2 0.5199
```
Positions in Å, forces in eV/Å.

***

No. 3
Below is C4H4O in the gas phase at a distorted geometry, with properties calculated with ωB97M-V with the def2-TZVPD basis set.

As for the relative energy (zero: lowest compared OMol25 entry of this formula, charge and spin): 133.80 kcal per mole. The orbital gap comes out at 8.38 eV. The LUMO energy comes out at -1.1 eV. The HOMO energy comes out at -0.348 hartree. The total energy comes out at -229.8147 hartree.

XYZ file:
```
9
Properties=species:S:1:pos:R:3:forces:R:3:nbo_charge:R:1
O -0.163505 2.270644 -0.087068 -0.8 3.3 1.8 -0.4104
C 2.513534 2.442791 -0.042196 -5.1 -1.5 -0.6 0.1462
C -0.001469 -0.098801 0.353089 -0.6 -1.8 0.4 -0.6638
C 0.137282 1.072762 -0.610717 0.6 -2.7 -0.8 0.1112
C 1.169335 2.043366 -0.208447 5.1 1.7 0.1 -0.0967
H -1.027140 -0.138758 0.943545 2.0 0.2 -1.5 0.2382
H -0.095356 1.054692 -1.673020 0.1 -0.7 0.0 0.2019
H 0.178937 -1.130739 -0.163810 -0.4 2.0 0.9 0.2324
H 0.829401 0.056282 1.084669 -0.9 -0.4 -0.3 0.2411
```
Positions in Å, forces in eV/Å.

***

No. 4
Below is C4H4O as an isolated structure at a distorted geometry, with properties calculated with ωB97M-V with the def2-TZVPD basis set.

As for the relative energy (zero: lowest compared OMol25 entry of this formula, charge and spin): 177.01 kcal per mole. The orbital gap comes out at 8.29 eV. The LUMO energy comes out at 0.0 eV. The HOMO energy comes out at -0.304 hartree. The total energy comes out at -229.7459 hartree.

XYZ file:
```
9
Properties=species:S:1:pos:R:3:forces:R:3:nbo_charge:R:1
O -1.848669 0.478617 -0.014077 0.1 -0.1 -1.2 -0.6339
C 1.458702 -0.964174 0.748011 -0.9 -0.2 -1.1 0.0589
C -0.777473 -0.096570 -0.549628 -1.9 2.0 4.9 0.4701
C 0.566063 -0.699790 -0.169957 1.8 -0.2 4.3 -0.4245
C -0.033066 -0.606816 -1.390941 0.0 -1.3 -4.8 -0.2344
H -1.914096 0.519079 0.949348 0.7 -0.3 -0.1 0.5232
H 1.201364 1.066650 1.719035 0.1 1.0 -1.2 -0.0004
H 0.076862 -1.075704 -2.288902 0.2 -0.7 -2.4 0.2312
H 1.270317 1.378705 0.997112 -0.2 -0.2 1.7 0.0099
```
Positions in Å, forces in eV/Å.

***

No. 5
Below is C4H4O in the gas phase, with properties calculated with ωB97M-V with the def2-TZVPD basis set.

As for the relative energy (zero: lowest compared OMol25 entry of this formula, charge and spin): 75.62 kcal per mole. The orbital gap comes out at 8.28 eV. The LUMO energy comes out at -0.3 eV. The HOMO energy comes out at -0.314 hartree. The total energy comes out at -229.9074 hartree.

XYZ file:
```
9
Properties=species:S:1:pos:R:3:forces:R:3:nbo_charge:R:1
O -1.477865 0.861754 0.329735 0.0 0.0 0.0 -0.6278
C -0.071049 0.007264 -1.340163 0.2 0.0 0.4 -0.3286
C -0.975820 0.928678 -0.898756 0.0 0.0 -0.1 0.2900
C 0.679930 -0.540856 -0.443348 -0.1 0.0 0.2 0.1304
C 1.225787 -0.961670 0.678228 0.2 -0.1 -0.2 -0.6153
H 0.609806 -1.572845 1.337668 0.1 0.2 0.0 0.2304
H -0.847390 0.292165 0.831197 -0.5 0.1 0.0 0.4958
H -1.391118 1.756009 -1.467164 0.1 -0.1 0.0 0.1879
H 2.247719 -0.770499 0.972602 0.1 -0.2 -0.2 0.2372
```
Positions in Å, forces in eV/Å.

***

No. 6
Below is C4H4O in the gas phase at a distorted geometry, with properties calculated with ωB97M-V with the def2-TZVPD basis set.

As for the relative energy (zero: lowest compared OMol25 entry of this formula, charge and spin): 50.04 kcal per mole. The orbital gap comes out at 10.10 eV. The LUMO energy comes out at 1.1 eV. The HOMO energy comes out at -0.331 hartree. The total energy comes out at -229.9482 hartree.

XYZ file:
```
9
Properties=species:S:1:pos:R:3:forces:R:3:nbo_charge:R:1
O -0.465991 -1.430126 -0.059920 2.3 -0.2 1.1 -0.4284
C -0.496030 0.772181 -0.031300 2.7 4.5 -0.7 -0.3583
C 0.940772 0.414614 0.019369 -0.6 1.0 0.2 -0.2992
C -1.209325 -0.322440 0.020073 -5.2 1.1 0.4 0.1183
C 0.907562 -0.958640 0.039329 -0.4 1.8 -0.7 0.0433
H 1.810893 -1.541217 -0.093406 -0.9 -1.0 0.2 0.2179
H -2.489321 -0.085331 0.284008 4.1 -2.1 -1.2 0.2229
H -0.785965 1.867165 -0.277098 0.0 -2.2 1.1 0.2319
H 1.787405 1.283797 0.098943 -2.0 -3.0 -0.3 0.2515
```
Positions in Å, forces in eV/Å.

***

No. 7
Below is C4H4O in the gas phase, with properties calculated with ωB97M-V with the def2-TZVPD basis set.

As for the relative energy (zero: lowest compared OMol25 entry of this formula, charge and spin): 59.43 kcal per mole. The orbital gap comes out at 10.50 eV. The LUMO energy comes out at 0.4 eV. The HOMO energy comes out at -0.370 hartree. The total energy comes out at -229.9332 hartree.

XYZ file:
```
9
Properties=species:S:1:pos:R:3:forces:R:3:nbo_charge:R:1
O -1.043422 -1.609610 -0.181144 -0.6 0.2 0.2 -0.5210
C -1.128915 0.643701 0.345447 0.7 0.0 -0.2 -0.2356
C -1.637097 -0.735090 0.413186 0.0 -0.5 -0.1 0.3849
C 0.029288 0.940927 0.113132 -0.5 -0.3 0.1 0.1796
C 1.356512 0.563609 -0.335774 0.1 0.0 0.0 -0.7104
H 2.169227 0.776352 0.360383 -0.1 0.1 -0.1 0.2402
H 1.171609 -0.526217 -0.408252 0.5 0.2 0.0 0.2749
H -2.508435 -0.977222 1.031630 -0.1 0.1 0.0 0.1388
H 1.591233 0.923551 -1.338608 0.0 0.1 0.1 0.2487
```
Positions in Å, forces in eV/Å.

***

No. 8
Below is C4H4O2 in the gas phase at a distorted geometry, with properties calculated with ωB97M-V with the def2-TZVPD basis set.

As for the relative energy (zero: lowest compared OMol25 entry of this formula, charge and spin): 51.91 kcal per mole. The orbital gap comes out at 10.66 eV. The LUMO energy comes out at 0.9 eV. The HOMO energy comes out at -0.358 hartree. The total energy comes out at -305.1967 hartree.

XYZ file:
```
10
Properties=species:S:1:pos:R:3:forces:R:3:nbo_charge:R:1
O 0.708533 -2.093236 0.030364 -0.7 -0.2 0.7 -0.5190
O -1.350731 0.714663 0.632569 0.0 0.0 -0.2 -0.4530
C 0.113634 -0.042244 -1.066551 -0.5 0.1 0.1 -0.5410
C -0.067608 0.982783 0.086796 0.2 0.1 -0.2 0.0677
C 0.066015 -1.079131 0.045050 0.4 -0.4 0.2 0.5721
C -0.271903 -0.068719 1.115908 0.2 -0.4 0.3 -0.0578
H -0.618641 0.023720 -1.870392 0.1 -0.1 0.1 0.2413
H 0.327238 1.980267 0.271348 0.1 -0.3 -0.2 0.2199
H 1.090372 -0.393478 -1.387264 0.4 1.3 -0.7 0.2525
H -0.023362 -0.083639 2.170419 -0.2 0.1 -0.1 0.2172
```
Positions in Å, forces in eV/Å.

***

No. 9
Below is C4H4O2 in the gas phase at a distorted geometry, with properties calculated with ωB97M-V with the def2-TZVPD basis set.

As for the relative energy (zero: lowest compared OMol25 entry of this formula, charge and spin): 37.99 kcal per mole. The orbital gap comes out at 9.45 eV. The LUMO energy comes out at -1.0 eV. The HOMO energy comes out at -0.383 hartree. The total energy comes out at -305.2189 hartree.

XYZ file:
```
10
Properties=species:S:1:pos:R:3:forces:R:3:nbo_charge:R:1
O 2.577413 -0.756480 -0.258046 -2.0 0.7 1.1 -0.4918
O -2.331324 -1.073317 -0.318400 1.4 2.0 0.9 -0.4702
C 0.686540 0.637618 -0.123940 0.7 1.6 -1.9 -0.2679
C -0.628651 0.650471 -0.312730 0.5 1.6 -0.8 -0.2114
C -1.564076 -0.294771 0.250107 -1.3 -2.6 -0.4 0.3721
C 1.458610 -0.499606 0.195252 1.6 -2.5 -0.1 0.3771
H 1.319162 1.340285 -0.654042 -0.3 0.7 0.1 0.2249
H 0.850051 -1.210144 0.761360 0.5 -0.9 0.5 0.1033
H -0.968337 1.521232 -0.865186 -0.5 -0.2 0.0 0.2446
H -1.399392 -0.315291 1.325623 -0.6 -0.4 0.8 0.1193
```
Positions in Å, forces in eV/Å.

***

No. 10
Below is C4H4O2 in the gas phase at a distorted geometry, with properties calculated with ωB97M-V with the def2-TZVPD basis set.

As for the relative energy (zero: lowest compared OMol25 entry of this formula, charge and spin): 108.49 kcal per mole. The orbital gap (spin up / spin down) comes out at 7.58 / 7.57 eV. The LUMO energy (spin up / spin down) comes out at 0.2 / 0.2 eV. The HOMO energy (spin up / spin down) comes out at -0.270 / -0.270 hartree. The total energy comes out at -305.1066 hartree.

XYZ file:
```
10
Properties=species:S:1:pos:R:3:forces:R:3:nbo_charge:R:1
O -0.238697 -1.809160 1.511509 -1.7 -0.1 -1.2 -0.6614
O 0.681710 -0.597598 -0.071903 0.5 0.3 0.2 -0.3455
C -0.233604 1.421182 -0.829437 -0.1 0.2 -0.3 -0.0790
C 0.745110 -1.615356 0.683161 -0.5 0.3 -0.5 0.5404
C -0.368131 0.311622 0.065038 -0.3 0.3 -0.3 -0.2836
C -0.165777 2.380451 -1.570880 -0.1 -0.6 0.3 -0.2584
H -1.149389 -1.494522 0.950270 2.2 0.0 1.2 0.4724
H 1.517727 -2.342917 0.428096 -0.3 0.1 0.4 0.1753
H -0.663193 0.539521 1.087870 0.2 -0.2 -0.2 0.2058
H -0.125756 3.206776 -2.253723 0.0 -0.3 0.3 0.2341
```
Positions in Å, forces in eV/Å.

***

No. 11
Below is C4H4O2 in the gas phase, with properties calculated with ωB97M-V with the def2-TZVPD basis set.

As for the relative energy (zero: lowest compared OMol25 entry of this formula, charge and spin): 78.94 kcal per mole. The orbital gap comes out at 10.43 eV. The LUMO energy comes out at 0.7 eV. The HOMO energy comes out at -0.357 hartree. The total energy comes out at -305.1537 hartree.

XYZ file:
```
10
Properties=species:S:1:pos:R:3:forces:R:3:nbo_charge:R:1
O -0.681050 -1.128953 0.568123 -0.2 0.1 0.4 -0.4633
O 0.682424 1.772032 -0.698714 -0.1 0.7 0.1 -0.5647
C -0.076170 2.074568 0.199558 0.2 0.1 -0.5 0.3826
C -0.230368 1.196906 1.367283 0.1 -0.6 -0.4 -0.3434
C -0.443384 0.032396 1.025927 -0.2 -0.2 0.1 0.4783
C 0.221264 -1.629692 -0.461156 0.2 -0.2 -0.2 -0.2477
H -0.718141 2.964719 0.120821 0.1 0.0 0.2 0.1368
H -0.275466 -1.504339 -1.425976 0.1 0.0 0.2 0.2029
H 1.172631 -1.092612 -0.463257 -0.2 0.0 0.2 0.2177
H 0.348261 -2.685026 -0.232610 0.1 0.1 -0.1 0.2007
```
Positions in Å, forces in eV/Å.

***

No. 12
Below is C4H4O2 in the gas phase, with properties calculated with ωB97M-V with the def2-TZVPD basis set.

As for the relative energy (zero: lowest compared OMol25 entry of this formula, charge and spin): 132.38 kcal per mole. The orbital gap (spin up / spin down) comes out at 7.32 / 7.79 eV. The LUMO energy (spin up / spin down) comes out at -1.6 / -1.3 eV. The HOMO energy (spin up / spin down) comes out at -0.327 / -0.333 hartree. The total energy comes out at -305.0685 hartree.

XYZ file:
```
10
Properties=species:S:1:pos:R:3:forces:R:3:nbo_charge:R:1
O -0.537477 2.247174 -0.142603 0.1 -0.1 -0.1 -0.5796
O 1.096678 -0.510882 -1.197119 -0.1 0.1 -0.1 -0.4264
C 0.076086 -1.040373 -0.153247 0.0 -0.2 0.1 -0.0923
C -0.395852 1.063983 0.168641 -0.3 0.0 0.3 0.1342
C -1.085683 -0.189422 -0.124420 -0.3 -0.1 -0.4 -0.0974
C 1.069379 0.022918 0.031618 0.4 -0.1 0.2 0.1616
H 1.994009 0.135003 0.600934 -0.2 0.0 -0.1 0.2073
H -2.097346 -0.375615 -0.474666 0.1 0.0 0.0 0.2202
H 0.191324 -2.104829 0.005063 0.0 0.2 0.0 0.2286
H -0.311114 0.752043 1.285795 0.2 0.1 0.0 0.2438
```
Positions in Å, forces in eV/Å.